No. 1
{
  "formula": "C4H6N2O2",
  "method": "the ωB97M-V functional and the def2-TZVPD basis",
  "relative_energy_kj_mol": 814.1,
  "lumo_ev": -0.577,
  "homo_lumo_gap_ev": 7.499,
  "e_tot_ev": -11312.60395,
  "species": ["C", "C", "C", "C", "H", "H", "H", "H", "H", "H", "N", "N", "O", "O"],
  "xyz": [[-2.168, 0.413, 0.004], [-0.819, 1.032, -0.137], [0.507, 0.337, -0.265], [2.587, 0.025, 0.084], [-3.307, -1.490, 0.571], [-1.317, -1.441, -0.954], [-2.972, 1.013, 0.548], [-0.821, 2.095, 0.353], [3.478, 0.000, -0.457], [2.828, 0.330, 1.192], [-2.171, -1.034, -0.340], [0.454, -0.973, -0.051], [2.064, -1.218, -0.059], [1.656, 0.911, -0.490]]
}

=====

No. 2
{
  "formula": "C4H4Br2CoF6O6S2",
  "method": "the ωB97M-V functional and the def2-TZVPD basis",
  "s2": 3.76,
  "spin_multiplicity": 4,
  "relative_energy_kj_mol": 0.0,
  "lumo_ev": [0.039, -1.778],
  "homo_lumo_gap_ev": [10.918, 9.102],
  "e_tot_ev": -232184.90831,
  "species": ["Co", "C", "F", "F", "F", "S", "O", "O", "O", "C", "F", "F", "F", "S", "O", "O", "O", "Br", "C", "C", "Br", "H", "H", "H", "H"],
  "xyz": [[0.692, 0.745, 0.671], [3.303, 2.669, -1.577], [3.813, 3.845, -1.345], [2.148, 2.827, -2.174], [4.125, 1.959, -2.299], [3.006, 1.791, 0.079], [2.612, 0.391, -0.206], [4.114, 2.099, 0.953], [1.731, 2.401, 0.635], [-0.978, -1.336, 3.702], [0.061, -0.821, 4.309], [-0.906, -2.656, 3.649], [-2.090, -1.011, 4.341], [-1.106, -0.673, 1.971], [-0.036, -1.220, 1.148], [-2.447, -0.857, 1.485], [-0.798, 0.771, 2.049], [-0.142, -0.272, -1.630], [-1.932, -0.683, -2.339], [-2.398, -2.082, -1.998], [-4.263, -2.318, -2.526], [-1.833, -0.573, -3.417], [-2.619, 0.095, -2.018], [-2.268, -2.280, -0.936], [-1.787, -2.810, -2.528]]
}